{
  "formula": "C5H12O3",
  "method": "wB97M-V/def2-TZVPD",
  "e_above_lowest_kj_mol": 307.0,
  "gap_ev": 8.78,
  "smiles": "C/C=C/C=C/O.O.O",
  "total_energy_ev": -11519.58425,
  "e_lumo_ev": 0.46,
  "e_homo_ev": -8.32,
  "species": ["C", "C", "C", "C", "C", "O", "H", "H", "H", "H", "H", "H", "H", "H", "O", "H", "H", "O", "H", "H"],
  "positions_angstrom": [[-1.841, 1.266, -1.533], [-0.856, 0.871, -0.472], [-0.525, -0.394, -0.060], [0.767, -0.748, 0.489], [1.031, -1.870, 1.174], [2.076, -2.225, 1.942], [-1.713, 2.335, -1.698], [-1.800, 0.732, -2.479], [-2.866, 1.170, -1.140], [-0.329, 1.661, 0.056], [-1.442, -0.984, -0.197], [1.414, 0.105, 0.716], [0.218, -2.587, 1.270], [2.908, -1.956, 1.538], [2.170, 0.694, -2.108], [1.530, 0.157, -1.615], [2.807, 0.041, -2.421], [-1.067, 0.776, 2.571], [-1.232, 1.102, 1.674], [-1.247, -0.146, 2.295]],
  "mulliken_charge": [-1.35, 0.02, -0.92, -0.08, -0.14, -0.47, 0.33, 0.31, 0.32, 0.64, 0.34, 0.30, 0.34, 0.32, -0.64, 0.33, 0.31, -0.67, 0.38, 0.34]
}

---

{
  "formula": "C22H53BNO5",
  "method": "wB97M-V/def2-TZVPD",
  "total_charge": 1,
  "e_above_lowest_kj_mol": 426.6,
  "gap_ev": 5.83,
  "total_energy_ev": -36067.02352,
  "e_lumo_ev": -5.20,
  "e_homo_ev": -11.03,
  "species": ["C", "C", "B", "O", "N", "C", "C", "C", "C", "H", "H", "H", "H", "H", "H", "H", "H", "H", "H", "H", "H", "H", "C", "C", "O", "C", "C", "H", "H", "H", "H", "H", "H", "H", "H", "H", "H", "C", "C", "O", "C", "C", "H", "H", "H", "H", "H", "H", "H", "H", "H", "H", "C", "C", "O", "C", "C", "H", "H", "H", "H", "H", "H", "H", "H", "H", "H", "C", "C", "O", "C", "C", "H", "H", "H", "H", "H", "H", "H", "H", "H", "H"],
  "positions_angstrom": [[-3.321, -3.936, -0.365], [-3.339, -2.998, 1.012], [-1.982, -3.148, 1.929], [-0.711, -3.655, 1.302], [-1.862, -2.766, 3.412], [-2.840, -1.953, 3.936], [-2.375, -1.720, 5.517], [-0.758, -2.133, 5.614], [-0.721, -3.217, 4.343], [-3.882, -3.280, -1.188], [-2.226, -4.091, -0.794], [-3.863, -4.966, -0.201], [-4.345, -3.182, 1.587], [-3.361, -1.875, 0.613], [-0.172, -2.793, 1.195], [-3.782, -1.529, 3.363], [-3.033, -2.275, 6.344], [-2.321, -0.535, 5.582], [-0.193, -1.105, 5.441], [-0.492, -2.553, 6.688], [0.331, -3.354, 3.797], [-1.059, -4.267, 4.775], [5.559, -1.114, 6.946], [4.238, -1.674, 7.449], [3.117, -1.278, 6.663], [3.136, -1.665, 5.291], [3.200, -3.169, 5.088], [5.522, -0.018, 6.913], [6.378, -1.419, 7.605], [5.793, -1.463, 5.939], [4.060, -1.297, 8.461], [4.277, -2.764, 7.530], [3.955, -1.160, 4.768], [2.208, -1.288, 4.845], [4.111, -3.601, 5.508], [3.174, -3.411, 4.021], [2.350, -3.658, 5.579], [-1.693, -0.988, -5.142], [-1.194, 0.064, -4.164], [-1.450, -0.262, -2.800], [-0.862, -1.467, -2.314], [0.654, -1.478, -2.404], [-2.770, -1.148, -5.015], [-1.502, -0.672, -6.173], [-1.200, -1.950, -4.992], [-1.715, 1.005, -4.365], [-0.129, 0.265, -4.311], [-1.295, -2.331, -2.828], [-1.154, -1.555, -1.261], [1.004, -1.398, -3.436], [1.054, -2.406, -1.984], [1.077, -0.633, -1.850], [1.969, 2.951, -2.095], [3.412, 2.981, -1.617], [4.142, 1.799, -1.940], [4.262, 1.487, -3.327], [4.962, 2.570, -4.131], [1.444, 2.086, -1.673], [1.447, 3.864, -1.791], [1.901, 2.875, -3.182], [3.418, 3.064, -0.526], [3.935, 3.864, -1.996], [3.278, 1.255, -3.747], [4.850, 0.564, -3.391], [4.414, 3.515, -4.109], [5.060, 2.263, -5.177], [5.961, 2.761, -3.727], [-3.111, 3.427, -2.740], [-3.952, 4.692, -2.775], [-3.503, 5.646, -3.736], [-3.494, 5.219, -5.096], [-4.864, 4.813, -5.612], [-2.062, 3.670, -2.530], [-3.477, 2.747, -1.963], [-3.138, 2.892, -3.691], [-3.893, 5.181, -1.798], [-5.009, 4.460, -2.940], [-2.765, 4.414, -5.234], [-3.131, 6.068, -5.688], [-5.273, 3.963, -5.061], [-4.805, 4.532, -6.668], [-5.573, 5.642, -5.509]],
  "mulliken_charge": [-0.87, -0.63, 0.44, -0.49, 0.04, 0.05, -0.64, -0.42, -0.48, 0.28, 0.19, 0.35, 0.35, 0.37, 0.34, 0.39, 0.33, 0.31, 0.22, 0.35, 0.26, 0.27, -1.00, -0.32, -0.42, -0.26, -1.07, 0.29, 0.38, 0.26, 0.32, 0.30, 0.34, 0.22, 0.37, 0.35, 0.24, -1.19, 0.23, -0.42, 0.29, -1.12, 0.29, 0.42, 0.28, 0.11, 0.04, 0.27, -0.18, 0.32, 0.45, 0.18, -0.77, -0.51, -0.44, 0.00, -1.11, 0.14, 0.43, 0.26, 0.34, 0.33, -0.01, 0.37, 0.26, 0.41, 0.28, -0.70, -0.52, -0.42, -0.28, -1.01, 0.26, 0.42, 0.10, 0.34, 0.31, 0.26, 0.33, 0.25, 0.38, 0.29]
}

---

{
  "formula": "C17H27BN11O4S2Ta",
  "method": "wB97M-V/def2-TZVPD",
  "total_charge": 4,
  "e_above_lowest_kj_mol": 6.9,
  "gap_ev": 6.86,
  "total_energy_ev": -66503.20769,
  "e_lumo_ev": -14.79,
  "e_homo_ev": -21.65,
  "species": ["Ta", "C", "C", "N", "N", "C", "S", "N", "N", "H", "H", "H", "H", "H", "H", "B", "N", "C", "C", "C", "N", "N", "C", "C", "C", "N", "H", "H", "H", "H", "H", "H", "H", "H", "C", "C", "S", "O", "O", "C", "C", "N", "C", "N", "C", "C", "N", "O", "O", "C", "H", "H", "H", "H", "H", "H", "H", "H", "H", "H", "H", "H", "H"],
  "positions_angstrom": [[1.022, -1.089, -0.517], [-0.556, 3.351, -3.039], [-1.115, 1.985, -2.938], [-2.102, 1.485, -3.616], [-2.258, 0.207, -3.190], [-1.395, -0.121, -2.252], [-1.261, -1.540, -1.264], [-0.647, 0.987, -2.079], [0.349, 1.058, -1.075], [-1.202, 3.938, -3.691], [0.442, 3.337, -3.484], [-0.516, 3.834, -2.060], [-3.000, -0.360, -3.594], [-0.068, 1.630, -0.267], [1.115, 1.625, -1.454], [3.636, -0.784, -1.473], [3.837, -1.720, -0.284], [4.843, -2.346, 0.312], [4.322, -3.158, 1.334], [2.966, -2.963, 1.312], [2.650, -2.081, 0.312], [2.904, -1.501, -2.621], [3.237, -2.009, -3.793], [2.130, -2.705, -4.324], [1.131, -2.570, -3.406], [1.581, -1.815, -2.342], [4.493, -0.023, -1.750], [2.584, -0.035, -0.976], [5.867, -2.192, 0.001], [4.882, -3.799, 1.996], [2.199, -3.397, 1.934], [4.226, -1.864, -4.208], [2.093, -3.234, -5.263], [0.127, -2.962, -3.416], [-4.085, 3.102, 0.094], [-3.454, 2.976, 1.473], [-1.993, 1.983, 1.417], [-0.937, 2.636, 0.635], [-2.282, 0.642, 0.915], [-1.362, 1.903, 3.116], [-1.293, 0.545, 3.833], [-0.879, -0.593, 2.963], [0.165, -0.584, 2.144], [0.126, -1.659, 1.316], [-0.979, -2.410, 1.680], [-1.594, -1.747, 2.678], [-2.858, -2.177, 3.291], [-3.181, -3.296, 3.006], [-3.448, -1.374, 3.976], [1.254, 0.435, 2.087], [-4.940, 3.772, 0.174], [-4.447, 2.142, -0.269], [-3.393, 3.548, -0.621], [-4.104, 2.476, 2.197], [-3.130, 3.937, 1.883], [-1.983, 2.578, 3.710], [-0.388, 2.388, 3.056], [-2.245, 0.263, 4.264], [-0.570, 0.621, 4.647], [-1.264, -3.343, 1.222], [1.730, 0.554, 3.066], [0.921, 1.421, 1.761], [2.096, 0.093, 1.461]],
  "mulliken_charge": [0.31, -1.36, 0.97, -0.69, 0.38, 0.17, -0.28, 0.52, -0.71, 0.37, 0.42, 0.32, 0.21, -0.02, 0.52, -0.14, 0.31, -0.06, -0.95, -0.20, 0.00, 0.16, 0.00, -1.00, -0.17, 0.17, 0.09, 0.14, 0.54, 0.48, 0.57, 0.55, 0.48, 0.57, -1.14, -0.62, 1.36, -0.89, -0.62, -1.02, -0.82, 0.14, 0.98, 0.12, -0.92, 0.30, 1.05, -0.52, -0.59, -1.31, 0.43, 0.33, 0.29, 0.48, 0.48, 0.69, 0.42, 0.52, 0.30, 0.73, 0.59, 0.24, 0.30]
}